{"formula": "C68H68O14S6", "method": "the ωB97M-V functional and the def2-TZVPD basis", "species": ["C", "S", "O", "C", "H", "H", "H", "H", "H", "H", "C", "S", "O", "C", "H", "H", "H", "H", "H", "H", "C", "S", "O", "C", "H", "H", "H", "H", "H", "H", "C", "S", "O", "C", "H", "H", "H", "H", "H", "H", "C", "S", "O", "C", "H", "H", "H", "H", "H", "H", "C", "S", "O", "C", "H", "H", "H", "H", "H", "H", "C", "C", "C", "C", "C", "C", "C", "O", "C", "C", "C", "C", "C", "C", "C", "O", "H", "H", "H", "H", "H", "H", "H", "H", "C", "C", "C", "C", "C", "C", "C", "O", "C", "C", "C", "C", "C", "C", "C", "O", "H", "H", "H", "H", "H", "H", "H", "H", "C", "C", "C", "C", "C", "C", "C", "O", "C", "C", "C", "C", "C", "C", "C", "O", "H", "H", "H", "H", "H", "H", "H", "H", "C", "C", "C", "C", "C", "C", "C", "O", "C", "C", "C", "C", "C", "C", "C", "O", "H", "H", "H", "H", "H", "H", "H", "H"], "positions_angstrom": [[-17.031, 37.632, 9.765], [-16.286, 38.344, 11.254], [-14.829, 38.762, 10.851], [-17.392, 39.836, 11.434], [-18.075, 37.328, 9.836], [-16.533, 36.749, 9.362], [-17.057, 38.418, 9.010], [-18.340, 39.604, 11.921], [-17.435, 40.325, 10.462], [-16.823, 40.437, 12.144], [-13.826, 18.795, 8.918], [-14.046, 20.391, 8.039], [-14.564, 21.282, 9.090], [-12.243, 20.754, 7.991], [-14.833, 18.398, 9.042], [-13.438, 18.954, 9.924], [-13.086, 18.178, 8.408], [-11.582, 19.892, 7.906], [-12.090, 20.932, 9.055], [-12.047, 21.694, 7.474], [-19.434, 31.332, 13.728], [-21.084, 30.551, 13.482], [-21.626, 30.737, 14.938], [-21.774, 31.873, 12.321], [-18.741, 30.621, 14.178], [-19.407, 32.190, 14.401], [-19.015, 31.615, 12.763], [-21.136, 31.828, 11.439], [-21.698, 32.828, 12.840], [-22.768, 31.513, 12.052], [-18.095, 22.591, 15.076], [-17.184, 21.843, 16.549], [-17.636, 22.464, 17.855], [-17.897, 20.163, 16.570], [-17.706, 23.588, 14.871], [-19.118, 22.641, 15.450], [-18.118, 21.902, 14.232], [-17.296, 19.528, 15.920], [-18.876, 20.139, 16.090], [-17.942, 19.564, 17.479], [-23.230, 31.509, 1.998], [-24.481, 30.631, 0.985], [-25.691, 31.556, 0.999], [-23.718, 31.056, -0.641], [-22.368, 30.844, 1.945], [-23.572, 31.459, 3.032], [-23.010, 32.497, 1.593], [-24.318, 30.643, -1.452], [-22.694, 30.685, -0.607], [-23.672, 32.135, -0.788], [-16.015, 28.460, 7.973], [-16.718, 28.884, 6.284], [-17.041, 30.374, 6.394], [-15.246, 28.768, 5.168], [-15.201, 27.800, 7.674], [-16.721, 27.973, 8.645], [-15.564, 29.338, 8.435], [-14.639, 29.613, 5.495], [-15.289, 28.814, 4.080], [-14.897, 27.783, 5.477], [-10.574, 32.034, 7.733], [-9.581, 31.533, 6.918], [-8.849, 30.401, 7.356], [-9.077, 29.776, 8.568], [-10.061, 30.326, 9.399], [-10.701, 31.467, 9.016], [-10.410, 29.774, 10.767], [-11.230, 30.291, 11.547], [-9.746, 28.423, 11.063], [-10.049, 27.765, 12.262], [-9.546, 26.501, 12.537], [-8.715, 25.880, 11.663], [-8.400, 26.568, 10.533], [-8.834, 27.806, 10.185], [-8.346, 28.522, 8.947], [-7.477, 28.057, 8.221], [-11.224, 32.884, 7.587], [-9.556, 32.100, 5.999], [-8.098, 29.908, 6.756], [-11.469, 31.947, 9.605], [-10.689, 28.213, 13.008], [-9.890, 26.167, 13.505], [-8.248, 24.959, 11.980], [-7.814, 26.086, 9.765], [-21.044, 23.171, -0.098], [-20.413, 23.423, 1.125], [-18.973, 23.246, 1.173], [-18.256, 22.786, 0.039], [-18.926, 22.646, -1.179], [-20.290, 22.849, -1.254], [-18.205, 22.440, -2.493], [-18.719, 22.429, -3.596], [-16.689, 22.216, -2.383], [-15.978, 21.921, -3.560], [-14.613, 21.809, -3.542], [-13.966, 21.889, -2.270], [-14.685, 22.210, -1.126], [-16.045, 22.404, -1.129], [-16.800, 22.667, 0.165], [-16.262, 22.857, 1.282], [-22.112, 23.243, -0.238], [-20.851, 23.739, 2.060], [-18.442, 23.412, 2.099], [-20.862, 22.918, -2.167], [-16.425, 21.737, -4.526], [-14.062, 21.628, -4.453], [-12.889, 21.873, -2.189], [-14.156, 22.164, -0.186], [-27.436, 25.945, 10.562], [-26.481, 26.403, 9.665], [-25.339, 25.654, 9.597], [-25.100, 24.481, 10.347], [-26.010, 24.137, 11.340], [-27.172, 24.910, 11.406], [-25.856, 22.937, 12.256], [-26.702, 22.628, 13.123], [-24.726, 22.010, 11.903], [-24.635, 20.754, 12.521], [-23.770, 19.805, 12.169], [-22.874, 20.065, 11.197], [-22.877, 21.300, 10.453], [-23.753, 22.296, 10.892], [-23.852, 23.684, 10.131], [-22.935, 24.039, 9.455], [-28.314, 26.538, 10.772], [-26.514, 27.290, 9.050], [-24.591, 25.934, 8.869], [-27.940, 24.777, 12.153], [-25.341, 20.594, 13.322], [-23.801, 18.825, 12.622], [-22.218, 19.257, 10.907], [-22.191, 21.457, 9.634], [-14.951, 31.289, -2.861], [-13.555, 31.589, -2.660], [-12.661, 31.103, -3.590], [-12.995, 30.368, -4.674], [-14.328, 30.055, -4.877], [-15.316, 30.524, -3.993], [-14.788, 29.105, -5.994], [-16.028, 28.879, -6.056], [-13.726, 28.433, -6.708], [-14.059, 27.444, -7.642], [-13.126, 26.760, -8.335], [-11.764, 26.988, -8.021], [-11.410, 28.024, -7.216], [-12.344, 28.758, -6.556], [-11.927, 29.798, -5.537], [-10.709, 30.177, -5.549], [-15.774, 31.735, -2.321], [-13.182, 32.195, -1.847], [-11.623, 31.296, -3.365], [-16.329, 30.255, -4.253], [-15.091, 27.154, -7.774], [-13.508, 26.076, -9.078], [-11.098, 26.203, -8.347], [-10.418, 28.416, -7.050]], "mulliken_charge": [-0.898, 0.462, -0.604, -0.860, 0.360, 0.319, 0.289, 0.334, 0.298, 0.300, -0.916, 0.505, -0.587, -0.930, 0.294, 0.323, 0.337, 0.357, 0.319, 0.300, -0.892, 0.487, -0.614, -0.853, 0.317, 0.312, 0.316, 0.327, 0.287, 0.313, -0.887, 0.473, -0.601, -0.907, 0.308, 0.309, 0.333, 0.334, 0.294, 0.345, -0.861, 0.490, -0.615, -0.891, 0.339, 0.311, 0.286, 0.311, 0.330, 0.300, -0.765, 0.491, -0.636, -0.812, 0.261, 0.316, 0.271, 0.257, 0.335, 0.282, -0.508, -0.620, -0.427, 0.270, 0.304, -0.430, 0.343, -0.648, 0.325, -0.640, -0.262, -0.874, -0.052, 0.173, 0.395, -0.652, 0.419, 0.364, 0.487, 0.407, 0.438, 0.368, 0.401, 0.418, -0.426, -0.606, -0.494, 0.171, 0.357, -0.549, 0.420, -0.633, 0.497, -0.528, -0.480, -0.571, -0.508, 0.201, 0.551, -0.699, 0.390, 0.413, 0.466, 0.406, 0.416, 0.416, 0.365, 0.424, -0.493, -0.541, -0.471, 0.290, 0.360, -0.468, 0.288, -0.652, 0.111, -0.394, -0.602, -0.341, -0.674, 0.608, 0.344, -0.592, 0.336, 0.401, 0.427, 0.413, 0.445, 0.393, 0.389, 0.424, -0.473, -0.676, -0.281, 0.233, 0.309, -0.599, 0.506, -0.679, 0.155, -0.574, -0.523, -0.517, -0.462, 0.354, 0.494, -0.667, 0.384, 0.401, 0.417, 0.492, 0.424, 0.396, 0.375, 0.509], "largest_force_ev_per_a": 4.3, "e_homo_ev": -8.74, "orbital_gap_ev": 7.3, "multiplicity": 1}

***

{"formula": "C3H3NO2S", "method": "the ωB97M-V functional and the def2-TZVPD basis", "species": ["C", "C", "C", "N", "O", "O", "S", "H", "H", "H"], "positions_angstrom": [[-0.083, 1.341, -1.096], [-0.912, -2.011, 0.117], [0.876, 0.364, 0.560], [0.664, 1.554, 0.199], [1.332, -0.140, 1.499], [-1.833, -1.785, 0.824], [0.002, -0.512, -1.020], [-1.087, 1.745, -1.213], [-0.323, -2.832, -0.040], [1.363, 2.276, 0.170]], "nbo_charge": [-0.389, 0.378, 0.709, -0.661, -0.512, -0.448, 0.176, 0.184, 0.144, 0.419], "largest_force_ev_per_a": 5.5, "e_homo_ev": [-7.53, -7.53], "orbital_gap_ev": [7.1, 7.1], "multiplicity": 1, "e_above_lowest_ev": 5.791}

***

{"formula": "C38H57N9O10", "method": "the ωB97M-V functional and the def2-TZVPD basis", "species": ["O", "C", "O", "C", "C", "C", "H", "H", "H", "H", "H", "H", "O", "C", "O", "C", "C", "C", "H", "H", "H", "H", "H", "H", "O", "C", "O", "C", "C", "C", "H", "H", "H", "H", "H", "H", "O", "C", "O", "C", "C", "C", "H", "H", "H", "H", "H", "H", "O", "C", "O", "C", "C", "C", "H", "H", "H", "H", "H", "H", "C", "C", "N", "H", "H", "H", "C", "C", "N", "H", "H", "H", "C", "C", "N", "H", "H", "H", "C", "C", "N", "H", "H", "H", "C", "C", "N", "H", "H", "H", "C", "C", "N", "H", "H", "H", "C", "C", "N", "H", "H", "H", "C", "C", "N", "H", "H", "H", "C", "C", "N", "H", "H", "H"], "positions_angstrom": [[5.753, -0.201, 1.427], [5.090, 0.809, 1.353], [5.151, 1.643, 0.310], [4.116, 2.650, 0.446], [3.786, 2.611, 1.934], [3.921, 1.175, 2.258], [3.280, 2.352, -0.175], [4.573, 3.593, 0.098], [2.883, 3.136, 2.147], [4.543, 3.297, 2.400], [3.127, 0.516, 1.872], [4.077, 0.906, 3.267], [-1.665, -0.968, 4.445], [-0.758, -1.659, 4.835], [0.556, -1.356, 4.650], [1.436, -2.478, 5.128], [0.550, -3.712, 5.098], [-0.874, -3.114, 5.397], [1.796, -2.154, 6.111], [2.256, -2.472, 4.381], [0.877, -4.406, 5.905], [0.546, -4.325, 4.209], [-1.069, -3.094, 6.465], [-1.693, -3.622, 4.898], [1.522, 0.742, -1.088], [0.662, 0.277, -0.353], [1.000, -0.276, 0.868], [-0.112, -1.064, 1.354], [-0.982, -1.322, 0.145], [-0.790, -0.007, -0.612], [-0.595, -0.454, 2.136], [0.257, -1.912, 1.837], [-2.030, -1.403, 0.422], [-0.711, -2.180, -0.447], [-1.275, 0.801, -0.102], [-1.052, -0.057, -1.668], [1.673, -2.713, -2.124], [0.779, -2.565, -2.865], [0.395, -1.305, -3.380], [-0.596, -1.518, -4.421], [-1.241, -2.793, -3.995], [-0.133, -3.605, -3.416], [-0.002, -1.550, -5.356], [-1.250, -0.667, -4.394], [-1.885, -3.217, -4.786], [-1.959, -2.474, -3.223], [0.474, -4.128, -4.088], [-0.462, -4.350, -2.683], [0.852, 0.649, -7.283], [1.642, 0.915, -6.446], [2.380, -0.033, -5.792], [2.839, 0.352, -4.514], [2.253, 1.770, -4.360], [1.976, 2.265, -5.757], [3.910, 0.156, -4.568], [2.349, -0.265, -3.789], [2.905, 2.422, -3.718], [1.340, 1.673, -3.777], [2.856, 2.724, -6.236], [1.192, 3.015, -5.828], [-0.368, 3.384, -2.096], [0.581, 4.044, -1.246], [1.304, 4.616, -0.602], [-1.362, 3.231, -1.597], [-0.020, 2.335, -2.227], [-0.414, 3.786, -3.106], [-4.573, -2.685, 0.632], [-4.641, -1.828, -0.566], [-4.906, -1.325, -1.546], [-4.543, -2.057, 1.497], [-3.571, -3.243, 0.580], [-5.393, -3.408, 0.611], [-4.834, 2.118, -0.792], [-4.247, 3.302, -0.278], [-3.716, 4.301, 0.097], [-5.914, 2.301, -1.079], [-4.743, 1.266, -0.107], [-4.343, 1.808, -1.705], [4.084, -1.639, -0.829], [3.595, -2.392, 0.350], [3.275, -3.005, 1.251], [4.042, -2.173, -1.790], [5.113, -1.317, -0.676], [3.536, -0.717, -1.034], [-1.076, 4.988, 1.953], [-0.950, 3.585, 1.632], [-0.921, 2.504, 1.311], [-1.051, 5.694, 1.101], [-0.254, 5.371, 2.622], [-2.011, 5.099, 2.511], [1.100, 1.825, 4.708], [2.247, 2.592, 5.093], [3.185, 3.124, 5.465], [0.350, 2.354, 4.140], [0.674, 1.470, 5.625], [1.418, 0.974, 4.102], [0.837, -4.762, 0.864], [-0.554, -4.711, 1.351], [-1.634, -4.830, 1.730], [1.047, -4.141, 0.008], [1.162, -5.766, 0.552], [1.495, -4.444, 1.676], [-4.316, 0.097, -4.677], [-3.218, 0.989, -4.289], [-2.285, 1.583, -3.970], [-5.136, 0.746, -5.034], [-4.559, -0.464, -3.808], [-3.904, -0.612, -5.410], [-3.189, 1.799, 4.091], [-3.726, 0.930, 3.030], [-4.092, 0.233, 2.198], [-3.416, 2.859, 3.951], [-2.102, 1.732, 4.101], [-3.500, 1.452, 5.077]], "mulliken_charge": [-0.628, 0.074, -0.371, 0.344, -0.640, 0.585, -0.329, 0.341, 0.337, 0.246, -0.492, 0.539, -0.558, 0.462, -0.122, -0.426, -0.405, -0.611, 0.316, 0.305, 0.423, 0.027, 0.335, 0.322, -0.465, 0.054, -0.050, 0.055, 0.705, 0.158, -0.379, 0.274, -0.564, 0.095, 0.272, -0.124, -0.530, 0.016, 0.015, 0.054, -0.172, -0.663, 0.298, -0.402, 0.430, 0.016, 0.417, 0.333, -0.574, 0.503, -0.402, 0.450, 0.034, -0.590, 0.246, -0.551, 0.557, -0.386, 0.323, 0.325, 1.000, -0.021, -0.578, -0.110, -0.943, 0.635, -0.580, 0.573, -0.538, 0.194, 0.011, 0.378, 0.123, 0.410, -0.546, 0.379, -0.113, -0.253, -0.602, 0.522, -0.558, 0.363, 0.498, -0.180, -1.399, 0.269, -0.101, 0.329, 0.379, 0.361, 0.132, 0.105, -0.492, -0.087, 0.449, -0.084, -0.326, 0.431, -0.554, -0.163, 0.439, 0.283, -0.747, 0.452, -0.441, 0.352, 0.153, 0.341, -0.423, 0.437, -0.449, 0.307, -0.229, 0.358], "largest_force_ev_per_a": 6.0, "e_homo_ev": -9.56, "orbital_gap_ev": 9.9, "multiplicity": 1}